No. 1
Molecular formula: C4H14NO
Method: DFT, wB97M-V/def2-TZVPD

Last column: Mulliken spin population.
CARTESIAN COORDINATES (ANGSTROEM)
C -1.41 -1.12 -0.15  0.002
C -0.97 0.13 -0.94  -0.001
N 0.23 -0.18 -1.77  0.001
C 1.61 -0.05 -1.03  0.007
C 1.60 -0.45 0.44  0.041
H -2.42 -1.01 0.23  0.000
H -0.79 -1.41 0.69  -0.001
H -1.51 -1.95 -0.84  0.000
H -1.83 0.25 -1.59  0.000
H -0.85 1.03 -0.34  0.000
H 0.36 0.51 -2.51  0.000
H 0.17 -1.12 -2.15  0.000
H 1.85 1.00 -1.13  0.001
H 2.29 -0.61 -1.66  0.005
H 1.38 -1.50 0.61  0.002
H 2.55 -0.28 0.95  0.001
H 0.77 0.18 0.81  -0.002
H -0.34 1.92 3.54  -0.021
H -1.55 0.94 3.28  -0.020
O -0.84 1.46 2.79  0.984

multiplicity = 2
DFT total energy = -7890.5965 eV
frontier orbital gap (alpha / beta) = 11.49 / 4.01 eV
maximum force = 2.0 eV/A
⟨S²⟩ = 0.754
charge = +2
LUMO (alpha / beta) = -8.5 / -15.9 eV


No. 2
Molecular formula: C2H7O2
Method: DFT, wB97M-V/def2-TZVPD

Last column: Mulliken charge in e.
CARTESIAN COORDINATES (ANGSTROEM)
O 2.21 -0.58 -1.80  -0.918
H 1.94 0.33 -1.71  0.210
C -0.73 -0.56 0.25  -0.383
O 0.47 -0.97 -0.18  -0.699
C -0.66 0.89 0.90  -0.862
H -1.58 -0.47 -0.47  0.231
H -1.25 -1.26 0.94  0.200
H 1.33 -0.95 -1.01  0.473
H -0.14 0.94 1.86  0.228
H 0.09 1.32 0.23  0.189
H -1.67 1.30 0.99  0.331

DFT total energy = -6281.8275 eV
frontier orbital gap = 8.08 eV
maximum force = 2.1 eV/A
charge = -1
LUMO = 4.5 eV


No. 3
Molecular formula: C3H12NO3S
Method: DFT, wB97M-V/def2-TZVPD

Last column: Mulliken charge in e.
CARTESIAN COORDINATES (ANGSTROEM)
C -1.47 -0.01 -0.54  -0.774
C -1.00 1.19 -1.26  -0.311
S -2.57 2.13 -1.91  -0.301
N -0.29 -0.93 -0.37  -0.504
C 0.73 -0.23 0.75  -0.385
O 0.98 -1.00 1.78  -0.879
H -2.37 -0.60 -0.98  0.407
H -1.92 0.23 0.55  0.295
H -0.51 2.08 -0.85  0.365
H -0.44 0.81 -2.18  0.238
H -3.55 1.42 -1.48  0.082
H -0.78 -1.79 0.14  0.209
H 0.20 0.66 0.95  0.267
H 1.59 0.15 0.09  0.358
H 1.06 -0.23 3.11  0.403
H 2.53 -0.05 3.64  0.272
O 1.61 0.06 3.97  -0.761
H 1.82 -1.56 -1.05  0.437
H 1.95 -0.99 -2.52  0.270
O 2.43 -1.31 -1.85  -0.689

DFT total energy = -21772.2501 eV
frontier orbital gap = 7.06 eV
maximum force = 7.0 eV/A
charge = -1
LUMO = 2.9 eV


No. 4
Molecular formula: C4H12
Method: DFT, wB97M-V/def2-TZVPD

Last column: Mulliken charge in e.
CARTESIAN COORDINATES (ANGSTROEM)
C 0.71 1.44 0.60  -0.679
C 0.57 2.81 1.19  -0.853
H 0.66 0.63 1.29  0.230
H -0.04 1.17 -0.27  0.163
H 1.68 1.18 0.11  0.324
H 0.05 2.86 2.16  0.282
H 0.08 3.57 0.46  0.242
H 1.56 3.24 1.26  0.251
C -0.61 -2.06 -0.13  -0.307
C -0.79 -2.12 -1.60  -0.691
H -0.22 -1.14 0.39  -0.137
H -1.50 -2.41 0.51  0.269
H 0.12 -2.96 0.12  0.216
H -0.82 -1.03 -2.01  0.219
H 0.23 -2.52 -2.07  0.205
H -1.69 -2.68 -2.02  0.265

DFT total energy = -4341.3343 eV
frontier orbital gap = 12.08 eV
SMILES string = CC.CC
maximum force = 4.6 eV/A
LUMO = 1.1 eV


No. 5
Molecular formula: C6H20NO3
Method: DFT, wB97M-V/def2-TZVPD

Last column: Mulliken spin population.
CARTESIAN COORDINATES (ANGSTROEM)
C -1.82 -1.52 -0.50  0.159
O -1.93 -1.64 0.96  0.011
C -2.42 -0.24 -1.02  -0.018
C -1.63 0.94 -0.33  -0.024
C -0.30 1.23 -1.08  0.355
C 0.86 1.86 -0.39  -0.272
C 1.39 1.62 1.00  0.786
N 2.01 0.26 1.27  1.068
H -0.72 -1.50 -0.55  0.140
H -2.09 -2.49 -0.90  -0.013
H -2.83 -1.44 1.29  0.017
H -3.48 -0.15 -0.78  -0.018
H -2.15 -0.17 -2.09  -0.002
H -2.26 1.83 -0.40  -0.045
H -1.43 0.62 0.69  0.030
H -0.04 0.34 -1.67  0.013
H -0.59 1.94 -1.88  0.107
H 1.83 1.78 -0.96  -0.063
H 0.86 2.96 -0.65  -0.121
H 2.03 2.44 1.31  0.039
H 0.64 1.75 1.78  -0.020
H 2.76 0.37 1.97  -0.467
H 2.57 -0.12 0.48  0.012
H 1.26 -0.41 1.51  -0.178
H 2.36 -0.70 -2.15  0.204
H 2.03 -1.78 -1.29  0.108
O 2.31 -0.83 -1.18  -0.559
H -0.24 -2.37 1.29  0.217
H 0.38 -2.47 2.57  -0.014
O 0.62 -2.12 1.69  -0.452

multiplicity = 2
DFT total energy = -14174.6418 eV
frontier orbital gap (alpha / beta) = 3.04 / 11.40 eV
maximum force = 3.9 eV/A
⟨S²⟩ = 0.750
LUMO (alpha / beta) = 0.5 / 0.5 eV


No. 6
Molecular formula: C30H29CrN3O3S3Si
Method: DFT, wB97M-V/def2-TZVPD

Last column: Mulliken spin population.
CARTESIAN COORDINATES (ANGSTROEM)
Cr 1.85 1.50 -0.19  3.149
O -0.85 1.38 4.56  0.000
C -0.21 0.20 4.51  -0.002
C -0.43 -0.69 5.57  0.000
C 0.18 -1.93 5.58  0.000
C 1.03 -2.31 4.54  0.000
C 1.25 -1.44 3.50  0.000
C 0.65 -0.18 3.46  0.001
C 0.93 0.68 2.30  -0.011
O 1.75 0.29 1.42  0.000
N 0.26 1.85 2.24  -0.007
N 0.56 2.47 1.08  -0.048
C 0.04 3.57 0.70  0.013
C 0.44 4.02 -0.63  0.022
C -0.05 5.19 -1.21  -0.002
C 0.37 5.53 -2.48  0.002
C 1.26 4.70 -3.15  0.006
C 1.70 3.56 -2.51  0.013
N 1.30 3.23 -1.29  -0.028
H -0.63 1.86 3.72  0.000
H -1.09 -0.38 6.36  0.000
H 0.00 -2.60 6.41  0.000
H 1.49 -3.29 4.54  0.000
H 1.89 -1.71 2.67  0.005
H -0.67 4.13 1.31  0.001
H -0.74 5.81 -0.66  0.000
H 0.00 6.44 -2.95  0.000
H 1.61 4.94 -4.14  0.000
H 2.41 2.87 -2.97  -0.004
S 6.23 2.27 -0.99  0.028
C 4.66 1.94 -0.64  0.014
S 3.75 2.70 0.64  -0.086
S 3.67 0.78 -1.50  -0.060
C -1.27 -0.12 -3.72  -0.004
C -0.57 -1.28 -2.99  0.001
C 0.84 -1.44 -3.56  0.000
C -1.35 -2.57 -3.21  0.001
Si -0.41 -0.79 -1.16  0.005
O 0.45 0.56 -1.08  -0.023
C -2.14 -0.49 -0.45  0.008
C -2.44 0.79 0.02  -0.006
C -3.69 1.10 0.56  0.000
C -4.67 0.12 0.63  0.000
C -4.40 -1.16 0.16  0.000
C -3.15 -1.45 -0.37  0.001
C 0.40 -2.21 -0.20  0.006
C -0.30 -3.12 0.60  -0.002
C 0.35 -4.15 1.27  0.000
C 1.72 -4.29 1.16  0.000
C 2.44 -3.38 0.39  -0.001
C 1.79 -2.36 -0.28  0.001
H -1.33 -0.34 -4.80  0.000
H -0.72 0.81 -3.59  0.000
H -2.29 0.03 -3.36  0.000
H 0.79 -1.61 -4.64  0.000
H 1.36 -2.30 -3.12  -0.001
H 1.45 -0.56 -3.38  0.000
H -1.33 -2.85 -4.27  0.000
H -2.40 -2.46 -2.94  0.000
H -0.93 -3.40 -2.64  0.000
H -1.68 1.56 -0.03  0.010
H -3.89 2.09 0.93  0.000
H -5.64 0.35 1.05  0.000
H -5.15 -1.93 0.21  0.000
H -2.96 -2.46 -0.72  0.000
H -1.37 -3.01 0.72  0.000
H -0.22 -4.83 1.89  0.000
H 2.23 -5.09 1.68  0.000
H 3.52 -3.47 0.31  0.000
H 2.38 -1.65 -0.85  -0.003

multiplicity = 4
DFT total energy = -111006.5104 eV
frontier orbital gap (alpha / beta) = 6.39 / 6.21 eV
maximum force = 0.1 eV/A
⟨S²⟩ = 3.794
charge = -1
LUMO (alpha / beta) = 1.6 / 1.5 eV